ORCA calculation (the ωB97M-V functional and the def2-TZVPD basis) on a 12-piece molecular cluster, C62H166N21O17P7S5 overall.

Output
SMILES   CN(C)P(=O)(N(C)C)N(C)C.CN(C)P(=O)(N(C)C)N(C)C.CN(C)P(=O)(N(C)C)N(C)C.CN(C)P(=O)(N(C)C)N(C)C.CN(C)P(=O)(N(C)C)N(C)C.CN(C)P(=O)(N(C)C)N(C)C.CN(C)P(=O)(N(C)C)N(C)C.O=S1(=O)CCCC1.O=S1(=O)CCCC1.O=S1(=O)CCCC1.O=S1(=O)CCCC1.O=S1(=O)CCCC1
M   1855.29 g/mol
Total energy   -9271.4563 Ha
Lowest unoccupied orbital energy   0.16 eV
Gap between HOMO and LUMO   0.299 hartree
E_HOMO   -7.987 eV

Cartesian coordinates (Å):
O -0.249 -35.026 -4.342
P -1.173 -33.891 -4.063
N -1.741 -33.177 -5.419
C -0.960 -32.156 -6.069
C -2.611 -33.897 -6.280
N -0.306 -32.758 -3.173
C -0.785 -31.914 -2.045
C 1.115 -32.614 -3.273
N -2.500 -34.244 -3.118
C -2.322 -35.282 -2.101
C -3.767 -33.531 -3.096
H -0.224 -32.556 -6.805
H -0.376 -31.515 -5.323
H -1.681 -31.516 -6.548
H -3.243 -34.580 -5.720
H -1.954 -34.478 -6.976
H -3.271 -33.182 -6.867
H -1.776 -31.544 -2.268
H -0.831 -32.433 -1.114
H -0.161 -31.064 -1.957
H 1.570 -32.782 -2.296
H 1.577 -33.298 -3.936
H 1.365 -31.638 -3.614
H -1.950 -36.265 -2.396
H -1.750 -34.958 -1.215
H -3.366 -35.395 -1.782
H -3.801 -32.594 -3.643
H -4.118 -33.518 -2.045
H -4.479 -34.174 -3.564
O -11.971 -37.202 -8.397
P -11.874 -36.867 -6.964
N -10.731 -37.810 -6.181
C -10.053 -37.379 -4.976
C -10.421 -39.173 -6.626
N -13.315 -37.224 -6.263
C -14.443 -37.393 -7.210
C -13.786 -37.459 -4.908
N -11.503 -35.320 -6.480
C -12.610 -34.312 -6.567
C -10.164 -34.776 -6.601
H -9.789 -38.232 -4.388
H -10.689 -36.819 -4.333
H -9.089 -36.919 -5.199
H -9.396 -39.400 -6.217
H -10.427 -39.366 -7.646
H -11.082 -39.931 -6.220
H -14.642 -38.463 -7.358
H -15.336 -36.918 -6.818
H -14.289 -37.034 -8.239
H -14.159 -38.472 -4.766
H -12.924 -37.345 -4.221
H -14.670 -36.860 -4.635
H -13.452 -34.937 -6.887
H -12.819 -33.969 -5.549
H -12.336 -33.433 -7.201
H -9.756 -34.214 -5.718
H -10.126 -34.031 -7.420
H -9.456 -35.512 -6.826
O -1.103 -28.238 -1.301
P -1.921 -27.424 -2.185
N -1.001 -26.326 -3.019
C -1.456 -25.049 -3.581
C 0.468 -26.442 -3.044
N -3.091 -26.750 -1.259
C -4.123 -25.900 -1.960
C -2.642 -26.260 0.036
N -2.780 -28.225 -3.352
C -3.737 -29.168 -2.916
C -1.970 -28.624 -4.482
H -1.306 -24.192 -2.992
H -2.510 -25.159 -3.879
H -0.918 -24.835 -4.514
H 0.769 -26.557 -4.084
H 0.812 -27.242 -2.417
H 0.865 -25.481 -2.674
H -4.191 -26.217 -2.996
H -5.021 -26.141 -1.491
H -3.763 -24.877 -1.801
H -1.836 -26.927 0.361
H -2.293 -25.247 -0.112
H -3.540 -26.299 0.705
H -3.287 -30.228 -2.997
H -4.041 -28.973 -1.870
H -4.594 -29.266 -3.604
H -2.597 -29.066 -5.222
H -1.285 -29.460 -4.191
H -1.449 -27.807 -4.906
O -8.597 -26.246 -7.636
P -9.107 -26.021 -8.972
N -8.455 -27.046 -10.030
C -8.732 -28.419 -9.558
C -7.070 -26.947 -10.410
N -8.751 -24.484 -9.458
C -8.342 -23.501 -8.508
C -8.976 -24.109 -10.852
N -10.712 -26.354 -8.860
C -11.477 -26.125 -7.658
C -11.546 -26.198 -10.049
H -8.409 -28.526 -8.536
H -8.261 -29.098 -10.188
H -9.803 -28.575 -9.549
H -6.904 -27.503 -11.309
H -6.425 -27.351 -9.559
H -6.778 -25.894 -10.603
H -7.777 -23.939 -7.630
H -7.623 -22.745 -8.899
H -9.172 -22.908 -8.146
H -8.011 -23.611 -11.126
H -9.107 -24.974 -11.481
H -9.798 -23.440 -10.982
H -12.435 -26.738 -7.802
H -10.950 -26.462 -6.819
H -11.711 -25.063 -7.480
H -12.073 -25.307 -10.090
H -12.080 -27.134 -10.026
H -10.877 -26.251 -10.945
O -8.902 -31.154 -7.534
P -7.910 -31.630 -6.554
N -7.206 -33.086 -6.982
C -6.754 -33.911 -5.868
C -7.423 -33.675 -8.276
N -8.561 -31.843 -4.974
C -9.968 -31.972 -4.784
C -7.805 -31.489 -3.764
N -6.672 -30.557 -6.312
C -7.046 -29.222 -6.023
C -5.522 -30.655 -7.214
H -6.037 -34.657 -6.185
H -7.555 -34.518 -5.418
H -6.269 -33.265 -5.072
H -7.818 -34.688 -8.265
H -6.495 -33.837 -8.776
H -8.165 -33.098 -8.805
H -10.309 -31.009 -4.313
H -10.482 -32.157 -5.718
H -10.179 -32.739 -4.019
H -7.526 -32.354 -3.090
H -6.878 -30.962 -3.962
H -8.421 -30.761 -3.206
H -7.543 -28.800 -6.963
H -7.823 -29.185 -5.228
H -6.125 -28.646 -5.790
H -4.951 -31.564 -7.096
H -4.798 -29.858 -7.019
H -5.808 -30.441 -8.240
O -2.703 -28.688 -7.695
P -2.060 -27.663 -8.542
N -2.968 -26.330 -8.411
C -3.632 -25.971 -7.171
C -3.116 -25.381 -9.479
N -1.733 -28.021 -10.187
C -0.452 -28.679 -10.539
C -2.878 -28.358 -10.894
N -0.510 -27.389 -7.924
C 0.025 -26.043 -8.069
C 0.368 -28.361 -7.387
H -3.668 -26.921 -6.614
H -4.665 -25.598 -7.338
H -3.018 -25.318 -6.512
H -2.421 -25.652 -10.312
H -2.814 -24.350 -9.170
H -4.200 -25.239 -9.765
H 0.242 -28.691 -9.701
H -0.612 -29.700 -10.856
H 0.021 -28.186 -11.380
H -3.651 -27.566 -10.725
H -2.760 -28.346 -12.012
H -3.396 -29.267 -10.594
H 1.115 -26.026 -8.003
H -0.233 -25.614 -9.100
H -0.259 -25.304 -7.250
H 0.797 -28.020 -6.432
H 1.225 -28.482 -7.996
H -0.142 -29.308 -7.177
O -10.147 -37.164 -13.742
P -9.539 -36.439 -12.613
N -8.404 -35.343 -13.025
C -7.385 -34.735 -12.165
C -8.330 -34.905 -14.380
N -8.674 -37.421 -11.542
C -9.434 -38.301 -10.686
C -7.475 -38.086 -12.036
N -10.803 -35.733 -11.794
C -10.531 -34.999 -10.572
C -12.151 -36.204 -11.887
H -6.383 -34.902 -12.604
H -7.369 -35.338 -11.248
H -7.585 -33.676 -11.865
H -7.388 -35.269 -14.779
H -8.232 -33.820 -14.479
H -9.122 -35.284 -15.002
H -9.525 -39.303 -11.102
H -9.048 -38.346 -9.671
H -10.524 -37.984 -10.628
H -7.004 -37.363 -12.769
H -6.755 -38.189 -11.217
H -7.668 -39.103 -12.462
H -11.320 -34.161 -10.412
H -10.557 -35.686 -9.720
H -9.589 -34.506 -10.626
H -12.203 -36.837 -12.757
H -12.728 -35.310 -12.020
H -12.520 -36.713 -10.983
C -6.292 -38.346 -8.337
C -5.012 -38.556 -7.484
C -4.065 -37.413 -7.723
S -4.827 -36.277 -8.893
O -4.593 -36.676 -10.263
O -4.685 -34.871 -8.604
C -6.480 -36.830 -8.451
H -7.158 -38.752 -7.811
H -6.093 -38.888 -9.237
H -4.576 -39.557 -7.637
H -5.377 -38.451 -6.429
H -3.152 -37.701 -8.284
H -3.817 -36.912 -6.808
H -7.249 -36.561 -9.198
H -6.524 -36.382 -7.435
C -8.406 -25.967 -2.486
C -8.178 -26.894 -3.796
C -7.337 -26.077 -4.867
S -7.093 -24.434 -4.239
O -7.295 -23.426 -5.208
O -5.832 -24.456 -3.466
C -8.365 -24.501 -2.963
H -7.637 -26.091 -1.769
H -9.292 -26.259 -1.977
H -9.104 -27.132 -4.175
H -7.718 -27.756 -3.386
H -7.797 -26.126 -5.866
H -6.367 -26.577 -5.007
H -9.339 -24.175 -3.431
H -8.081 -23.806 -2.199
C -5.472 -31.161 0.459
C -5.599 -30.013 1.495
C -6.268 -28.861 0.712
S -7.747 -29.735 -0.056
O -8.324 -29.087 -1.218
O -8.656 -29.978 1.099
C -6.769 -31.263 -0.317
H -5.266 -32.118 0.924
H -4.695 -30.888 -0.275
H -4.652 -29.682 1.939
H -6.297 -30.191 2.328
H -5.550 -28.515 -0.073
H -6.655 -28.119 1.390
H -6.445 -31.448 -1.341
H -7.365 -32.028 0.103
C -11.695 -31.042 1.631
C -13.130 -31.312 1.117
C -12.903 -31.884 -0.259
S -11.460 -33.014 -0.141
O -10.513 -32.729 -1.189
O -11.884 -34.396 0.053
C -10.794 -32.270 1.420
H -11.664 -30.720 2.655
H -11.376 -30.199 1.014
H -13.636 -30.372 0.920
H -13.615 -31.975 1.830
H -12.799 -31.103 -1.040
H -13.679 -32.529 -0.586
H -9.816 -31.930 1.214
H -10.797 -32.960 2.232
C -8.516 -37.481 -1.229
C -9.399 -36.273 -1.389
C -8.548 -35.223 -2.159
S -6.813 -35.406 -1.583
O -6.334 -34.370 -0.691
O -6.077 -35.855 -2.800
C -7.199 -36.907 -0.648
H -8.337 -38.034 -2.222
H -8.951 -38.199 -0.545
H -9.607 -35.895 -0.413
H -10.408 -36.394 -1.861
H -8.950 -34.200 -2.054
H -8.452 -35.422 -3.215
H -7.298 -36.651 0.400
H -6.344 -37.516 -0.716



ORCA calculation (the ωB97M-V functional and the def2-TZVPD basis) on C31H32AuClN5O9 as an isolated structure.

Output
M   851.04 g/mol
Total energy   -2746.8724 Ha
Net charge   +1
Lowest unoccupied orbital energy   -5.36 eV
Gap between HOMO and LUMO   0.203 hartree
E_HOMO   -10.876 eV

Cartesian coordinates (Å):
Au -0.521 -1.951 1.056
C 0.191 -3.983 4.757
C -0.439 -3.724 3.426
O 0.207 -2.912 2.706
C -1.653 -4.373 3.033
C -2.085 -5.494 3.786
C -3.157 -6.250 3.399
C -3.859 -5.893 2.240
C -3.503 -4.793 1.502
C -2.404 -4.003 1.885
O -2.204 -2.946 1.114
H 0.957 -3.235 4.942
H 0.661 -4.968 4.749
H -0.553 -3.965 5.550
H -1.537 -5.768 4.675
H -3.452 -7.116 3.973
H -4.697 -6.495 1.915
H -4.060 -4.501 0.624
C -1.734 4.756 -1.607
C -0.592 3.900 -2.164
C 0.345 3.502 -1.015
C 0.215 4.780 -3.132
C -1.152 2.655 -2.937
O -1.781 3.069 -4.147
C -0.044 1.631 -3.217
C -0.401 0.497 -4.181
C 0.798 -0.381 -4.436
C 1.339 -0.509 -5.710
C 2.447 -1.309 -5.939
C 3.025 -1.985 -4.877
Cl 4.411 -2.990 -5.154
C 2.515 -1.867 -3.591
C 1.405 -1.069 -3.384
C -2.374 1.980 -2.264
N -2.089 1.192 -1.069
C -1.663 -0.055 -1.000
N -1.509 -0.370 0.282
C -1.868 0.750 0.973
N -2.243 1.705 0.171
H -1.347 5.729 -1.306
H -2.194 4.305 -0.727
H -2.504 4.927 -2.361
H 0.631 4.403 -0.470
H 1.262 3.036 -1.374
H -0.128 2.834 -0.296
H 0.723 5.559 -2.564
H -0.427 5.291 -3.851
H 0.986 4.229 -3.674
H -1.156 3.586 -4.666
H 0.294 1.206 -2.269
H 0.825 2.153 -3.623
H -0.780 0.905 -5.118
H -1.213 -0.119 -3.781
H 0.889 0.020 -6.541
H 2.863 -1.409 -6.932
H 2.989 -2.382 -2.768
H 1.030 -0.971 -2.370
H -2.832 1.312 -2.991
H -3.113 2.721 -1.979
H -1.462 -0.693 -1.843
H -1.866 0.828 2.049
O 3.272 -0.604 0.315
C 2.262 -0.573 0.964
O 1.142 -1.078 0.443
C 2.201 0.124 2.295
C 3.344 0.807 2.712
C 3.312 1.493 3.910
C 2.202 1.532 4.738
C 1.091 0.851 4.284
C 1.070 0.159 3.089
N -0.143 0.845 5.086
O -0.050 1.096 6.262
O -1.179 0.571 4.500
N 4.522 2.240 4.334
O 5.460 2.244 3.571
O 4.473 2.788 5.412
H 4.237 0.801 2.104
H 2.213 2.068 5.675
H 0.157 -0.343 2.828



ORCA calculation (the ωB97M-V functional and the def2-TZVPD basis) on C26H34N9O5SZn as an isolated structure.

Output
M   650.07 g/mol
Total energy   -4057.5214 Ha
Net charge   +1
Lowest unoccupied orbital energy   -3.11 eV
Gap between HOMO and LUMO   0.269 hartree
E_HOMO   -10.438 eV

Cartesian coordinates (Å):
Zn -1.280 0.506 -0.170
C 4.093 4.781 1.661
C 2.876 3.892 1.745
C 2.571 3.163 2.849
C 1.472 2.250 2.898
C 1.208 1.672 4.153
N 0.612 0.541 4.453
C 0.524 -0.654 3.599
C 1.925 -1.233 3.367
C 1.899 -2.413 2.404
N 1.692 -1.931 1.043
C 2.360 -2.305 -0.016
C 2.065 -1.876 -1.323
C 2.739 -2.453 -2.428
C 2.341 -2.220 -3.712
C 3.062 -2.791 -4.908
C 1.163 -1.454 -3.886
C 0.482 -0.855 -2.856
C -0.795 -0.197 -3.144
N -1.562 0.340 -2.288
C -2.749 1.046 -2.784
C -2.472 2.553 -2.748
C -2.335 3.139 -1.340
N -1.202 2.580 -0.582
C -0.224 3.336 -0.305
C 0.837 3.043 0.672
C 1.940 3.853 0.684
C 0.597 2.094 1.752
O -0.383 1.303 1.741
C 1.002 -0.945 -1.526
O 0.561 -0.264 -0.543
H 4.730 4.658 2.537
H 3.808 5.835 1.593
H 4.687 4.546 0.776
H 3.209 3.237 3.728
H 1.532 2.243 5.021
H 0.408 0.395 5.429
H 0.022 -0.388 2.674
H -0.093 -1.383 4.122
H 2.350 -1.555 4.320
H 2.580 -0.462 2.955
H 1.096 -3.100 2.677
H 2.838 -2.959 2.439
H 0.938 -1.266 0.856
H 3.151 -3.036 0.138
H 3.583 -3.112 -2.233
H 3.952 -3.344 -4.606
H 3.376 -1.997 -5.588
H 2.414 -3.467 -5.471
H 0.756 -1.360 -4.890
H -1.094 -0.205 -4.197
H -3.590 0.804 -2.135
H -2.980 0.742 -3.807
H -3.289 3.075 -3.250
H -1.554 2.753 -3.311
H -3.231 2.891 -0.770
H -2.245 4.225 -1.406
H -0.198 4.351 -0.717
H 2.076 4.546 -0.144
N -4.675 -3.679 -1.867
N -3.386 -3.485 -1.418
N -2.920 -4.091 -0.357
C -1.706 -3.561 -0.291
N -1.467 -2.677 -1.269
N -2.575 -2.647 -1.997
H -5.029 -4.539 -1.481
H -4.697 -3.629 -2.873
H -1.005 -3.800 0.493
C -3.544 -0.132 2.837
S -3.207 -0.651 1.194
O -3.299 0.576 0.350
O -4.133 -1.687 0.849
O -1.771 -1.062 1.187
H -4.574 0.221 2.868
H -2.845 0.669 3.084
H -3.418 -0.995 3.491